(1)
Density functional theory data (wB97M-V/def2-TZVPD) for C15H23BaF6O2PS3 as an isolated structure in a non-equilibrium geometry.

Geometry (Å):
Ba -0.650 -1.515 0.037
C 3.035 4.647 -1.332
C 2.270 3.477 -1.880
C 0.914 3.320 -1.608
C 0.219 2.209 -2.056
C 0.895 1.253 -2.793
C 2.248 1.377 -3.068
C 2.926 2.496 -2.620
S 0.068 -0.238 -3.294
C -0.791 0.380 -4.753
O -1.045 -0.443 -2.305
H 2.364 5.439 -1.001
H 3.715 5.059 -2.078
H 3.635 4.337 -0.474
H 0.398 4.064 -1.013
H -0.821 2.058 -1.795
H 2.777 0.586 -3.584
H 3.988 2.587 -2.808
H -1.429 1.209 -4.452
H -1.390 -0.436 -5.149
H -0.056 0.707 -5.487
C -4.049 -6.388 -0.188
O -4.199 -4.985 -0.396
C -3.213 -4.082 -0.222
S -1.646 -4.631 0.247
S -3.664 -2.543 -0.722
H -4.211 -6.884 -1.146
H -4.822 -6.694 0.517
H -3.065 -6.631 0.201
F 1.702 -0.477 -0.489
P 2.966 -1.459 0.056
F 3.100 -0.501 1.328
F 4.139 -2.407 0.560
F 3.974 -0.543 -0.797
F 1.848 -2.361 0.874
F 2.693 -2.393 -1.236
C -1.762 1.868 3.880
C -1.025 0.615 3.380
C -1.692 -0.620 3.993
C 0.432 0.678 3.877
C -1.022 0.518 1.871
H -1.709 1.958 4.971
H -2.815 1.833 3.593
H -1.323 2.767 3.441
H -1.686 -0.587 5.088
H -1.171 -1.529 3.681
H -2.727 -0.700 3.654
H 0.476 0.771 4.969
H 0.951 1.533 3.438
H 0.980 -0.220 3.586
H -0.732 1.521 1.503

Values from the calculation:
Charge ... -1
⟨S²⟩ ... 0.754
Max |F| ... 1.2 eV Å⁻¹
HOMO-LUMO gap (spin up / spin down) ... 0.195 / 0.228 Ha
2S+1 ... 2

(2)
Density functional theory data (wB97M-V/def2-TZVPD) for C15H23Cl3FN2O4PPt as an isolated structure in a non-equilibrium geometry.

Geometry (Å):
Pt 0.124 0.906 -1.001
Cl 5.348 0.454 4.182
C 3.869 0.622 3.316
C 3.869 0.546 1.933
C 2.682 0.691 1.245
Cl 2.703 0.488 -0.474
C 1.439 0.968 1.880
O 0.339 1.197 1.286
C 1.513 0.968 3.307
Cl 0.032 1.181 4.156
C 2.682 0.806 4.012
H 4.785 0.356 1.397
H 2.675 0.807 5.090
C -0.358 5.974 -1.952
N -0.366 4.979 -0.905
C -0.775 5.381 0.421
C 0.295 3.876 -1.050
N 0.912 2.902 -1.171
H 0.407 6.736 -1.761
H -1.337 6.452 -1.987
H -0.153 5.495 -2.909
H -0.052 6.076 0.859
H -0.854 4.499 1.053
H -1.748 5.869 0.358
F -1.112 1.419 -2.728
C 0.964 -4.270 0.495
C 0.894 -2.769 0.252
O 0.015 -2.534 -0.842
P -0.905 -1.179 -0.903
O -1.857 -1.617 -2.094
C -1.436 -1.600 -3.458
C -1.510 -3.014 -4.007
O -1.901 -1.328 0.327
C -2.745 -2.482 0.445
C -2.635 -3.071 1.843
H 1.678 -4.491 1.283
H 1.274 -4.777 -0.415
H -0.010 -4.657 0.782
H 1.891 -2.381 0.012
H 0.529 -2.246 1.144
H -0.419 -1.207 -3.529
H -2.104 -0.921 -3.993
H -0.888 -3.666 -3.399
H -1.165 -3.042 -5.037
H -2.535 -3.377 -3.964
H -2.457 -3.217 -0.311
H -3.767 -2.153 0.247
H -1.631 -3.442 2.028
H -3.339 -3.894 1.944
H -2.857 -2.313 2.590

Values from the calculation:
Max |F| ... 2.8 eV Å⁻¹
HOMO-LUMO gap ... 0.250 Ha
2S+1 ... 1

(3)
Density functional theory data (wB97M-V/def2-TZVPD) for C15H23Cl3NO4RhSSi as an isolated structure.

Geometry (Å):
Rh -0.585 1.321 -1.476
C 3.591 -1.171 1.556
Si 3.384 0.599 2.107
C 3.793 0.766 3.923
C 4.442 1.749 1.090
C 1.571 1.094 1.890
C 0.761 1.485 2.952
C -0.577 1.839 2.779
C -1.112 1.815 1.510
N -0.344 1.449 0.485
C 0.938 1.087 0.647
S 1.509 0.634 -0.947
H 4.624 -1.496 1.696
H 3.339 -1.295 0.501
H 2.945 -1.837 2.133
H 4.835 0.487 4.091
H 3.174 0.111 4.540
H 3.666 1.792 4.276
H 5.499 1.494 1.197
H 4.310 2.785 1.408
H 4.189 1.691 0.030
H 1.179 1.512 3.951
H -1.193 2.134 3.615
H -2.132 2.090 1.286
C -1.986 -3.765 -2.200
C -2.212 -2.947 -0.923
C -1.518 -3.636 0.259
C -3.716 -2.834 -0.644
C -1.648 -1.598 -1.102
C -1.210 -0.484 -1.257
H -2.409 -4.765 -2.086
H -0.921 -3.860 -2.413
H -2.461 -3.282 -3.056
H -1.930 -4.637 0.404
H -1.664 -3.065 1.177
H -0.446 -3.723 0.078
H -4.148 -3.829 -0.514
H -4.225 -2.338 -1.471
H -3.898 -2.255 0.262
O -2.136 4.092 -0.302
Cl -1.739 3.859 -1.650
O -2.043 4.940 -2.507
O -2.383 2.608 -2.133
O -0.289 3.554 -1.699
Cl -2.833 -0.126 -4.493
C -1.831 1.276 -4.786
Cl -0.253 1.177 -3.933
H -2.326 2.165 -4.415
H -1.580 1.337 -5.838

Values from the calculation:
Max |F| ... 0.7 eV Å⁻¹
HOMO-LUMO gap ... 0.295 Ha
2S+1 ... 1

(4)
Density functional theory data (wB97M-V/def2-TZVPD) for a 2-piece molecular cluster, C15H23Cl6N2O overall.

Geometry (Å):
C -3.378 -0.939 2.176
C -2.487 -1.907 1.397
C -1.749 -1.226 0.227
C -1.123 0.091 0.565
C -1.625 1.309 0.060
C -2.779 1.371 -0.914
Cl -3.826 2.763 -0.532
C -2.288 1.456 -2.375
C -1.369 0.319 -2.778
Cl -1.483 3.010 -2.711
C -1.009 2.468 0.453
C 0.097 2.384 1.298
N 0.568 1.252 1.742
N -0.046 0.146 1.365
C 0.575 -1.101 1.902
C 2.049 -0.912 2.213
C 2.800 -0.654 0.894
C 3.018 -1.950 0.108
O 2.401 -1.805 -1.171
H -3.998 -0.360 1.493
H -4.003 -1.479 2.881
H -2.762 -0.247 2.754
H -3.082 -2.720 0.984
H -1.765 -2.380 2.059
H -0.962 -1.891 -0.133
H -2.430 -1.108 -0.605
H -3.440 0.516 -0.834
H -3.175 1.426 -3.003
H -0.981 0.500 -3.776
H -1.910 -0.627 -2.819
H -0.510 0.203 -2.116
H -1.361 3.428 0.113
H 0.605 3.284 1.610
H 0.491 -1.875 1.147
H 0.022 -1.366 2.801
H 2.220 -0.144 2.959
H 2.401 -1.850 2.646
H 3.718 -0.092 1.029
H 2.143 -0.056 0.266
H 4.080 -2.184 0.020
H 2.545 -2.785 0.637
H 2.437 -2.655 -1.619
C 4.280 1.681 -2.490
Cl 2.765 1.604 -1.567
Cl 5.561 0.913 -1.547
Cl 4.071 0.827 -4.015
Cl 4.694 3.365 -2.796

Values from the calculation:
Charge ... +1
Max |F| ... 0.7 eV Å⁻¹
HOMO-LUMO gap ... 0.328 Ha
2S+1 ... 1

(5)
Density functional theory data (wB97M-V/def2-TZVPD) for a 2-piece molecular cluster, C15H23N4O6 overall in a non-equilibrium geometry.

Geometry (Å):
O 4.150 0.792 -6.639
O -0.793 -0.479 5.889
O 2.525 1.682 -1.182
O -1.980 -2.370 1.624
O 0.843 1.014 -2.535
O 2.380 1.379 -5.301
C 2.954 1.008 -6.473
C -0.815 -1.601 5.396
C 1.938 1.748 -2.254
C -2.867 -1.803 2.257
C 2.430 0.791 -8.915
C 2.036 0.840 -7.593
C -0.378 0.886 1.482
C -0.742 0.600 2.772
C 1.455 0.865 2.736
N 1.002 1.052 1.475
N -4.130 -1.716 1.824
N -1.450 -1.886 4.259
N 0.405 0.593 3.539
C 0.006 -2.710 6.010
C -4.606 -2.282 0.559
C 3.253 2.060 -4.390
C 2.420 2.739 -3.301
C -2.137 0.360 3.307
C -2.519 -1.114 3.585
H 0.789 0.315 -1.872
H 3.480 0.850 -9.196
H 1.706 0.688 -9.717
H 0.980 0.797 -7.355
H -1.048 0.973 0.634
H 2.490 0.952 3.056
H 1.579 1.298 0.664
H -4.803 -1.246 2.408
H -1.270 -2.803 3.868
H 0.408 0.425 4.548
H 0.716 -3.095 5.280
H -0.657 -3.511 6.334
H 0.545 -2.322 6.875
H -4.308 -1.642 -0.274
H -5.695 -2.369 0.567
H -4.177 -3.275 0.405
H 3.971 1.360 -3.947
H 3.826 2.827 -4.926
H 1.559 3.240 -3.753
H 3.030 3.499 -2.807
H -2.231 0.916 4.243
H -2.862 0.801 2.620
H -3.411 -1.129 4.214

Values from the calculation:
Charge ... +1
Max |F| ... 2.8 eV Å⁻¹
HOMO-LUMO gap ... 0.345 Ha
2S+1 ... 1